Entry 1:
ORCA calculation (ωB97M-V/def2-TZVPD) on a structure of composition C26H37N3O8Ti.

```
75
Properties=species:S:1:pos:R:3:forces:R:3
Ti -0.07196 -1.25599 0.66870 0.427 0.180 0.233
O -2.08751 -3.09181 2.00073 0.090 -0.080 -0.083
C -0.79857 -2.46619 2.12971 -0.113 -0.174 0.619
O -0.88124 -1.17874 2.56318 0.274 0.090 -0.385
C 0.10373 -3.42851 2.87096 -0.077 -0.026 -0.057
O 1.35919 -3.65127 2.23281 0.022 0.045 -0.013
C 1.33963 -4.51546 1.12705 -0.005 -0.100 -0.067
C 0.66022 -4.17588 -0.23125 0.025 0.104 0.031
O 0.78046 -5.08648 -1.06337 -0.020 -0.065 -0.034
O 0.08616 -3.06748 -0.44429 0.049 0.058 0.201
H -2.53611 -2.57314 1.32298 -0.116 0.011 -0.086
H -0.41871 -4.39074 2.97712 0.010 -0.001 0.023
H 0.35138 -3.04655 3.86665 0.009 0.083 -0.031
H 0.92922 -5.49631 1.41351 -0.055 0.033 0.001
H 2.38844 -4.67656 0.86440 -0.017 -0.023 0.010
O -0.86089 0.91558 1.03151 -0.063 0.181 0.014
C -2.09497 1.31591 0.45346 0.065 -0.086 -0.010
C -2.86821 0.08157 -0.14268 -0.086 -0.146 0.144
O -3.97008 0.30956 -0.65056 -0.009 0.064 -0.015
O -2.28805 -1.02940 -0.01278 0.273 0.097 -0.134
C -2.92319 1.99629 1.53744 -0.047 0.045 0.042
C -3.89918 1.30047 2.24438 0.073 0.000 -0.053
C -4.56464 1.90359 3.30097 -0.019 0.037 0.044
C -4.26686 3.20870 3.66687 0.026 0.021 -0.021
C -3.28788 3.90792 2.97081 -0.070 -0.016 0.069
C -2.62121 3.30215 1.91823 -0.018 -0.064 -0.054
C -1.75954 2.26831 -0.68246 0.165 0.021 -0.069
C -0.43096 2.52273 -1.02143 -0.105 -0.058 0.055
C -0.12393 3.37451 -2.07642 0.018 0.005 -0.002
C -1.13465 3.98553 -2.80113 -0.055 0.008 0.002
C -2.46158 3.73517 -2.46368 0.034 0.029 -0.039
C -2.77262 2.88460 -1.41600 -0.001 -0.021 0.041
H -1.01112 0.41368 1.87210 -0.176 -0.141 0.013
H -4.13207 0.27963 1.97242 0.014 -0.001 -0.009
H -5.31558 1.34327 3.84517 0.003 0.011 0.004
H -4.78737 3.67541 4.49538 0.000 0.005 -0.006
H -3.03838 4.92473 3.25149 -0.006 -0.001 0.013
H -1.85003 3.84394 1.38388 0.005 -0.006 -0.011
H 0.35344 2.03364 -0.45803 0.012 0.003 0.022
H 0.91518 3.55207 -2.32985 -0.013 0.004 -0.006
H -0.89448 4.64710 -3.62567 -0.006 -0.002 0.000
H -3.26225 4.20078 -3.02727 0.011 0.004 -0.007
H -3.80038 2.65907 -1.16614 -0.007 0.012 -0.004
C 1.36062 0.40939 -4.09515 -0.009 -0.024 -0.023
C 1.65417 -0.95852 -3.45653 0.027 0.154 0.007
C 3.14434 -1.26795 -3.57350 -0.004 -0.015 -0.010
C 0.84690 -2.05331 -4.15687 -0.014 0.026 -0.018
N 1.35843 -1.01013 -2.03666 -0.067 -0.035 -0.021
N 0.03688 -0.75757 -1.61546 0.050 0.094 -0.174
H 1.63991 0.41807 -5.15290 -0.004 -0.008 -0.014
H 1.92116 1.19513 -3.58298 0.015 0.005 0.002
H 0.29841 0.65760 -4.03593 -0.004 0.008 0.028
H 3.44807 -1.31285 -4.62213 0.003 0.016 -0.007
H 3.35866 -2.22506 -3.09733 -0.005 -0.005 0.006
H 3.73865 -0.49604 -3.07704 0.000 0.000 0.019
H 1.18020 -2.17184 -5.19163 0.011 -0.007 -0.004
H -0.21622 -1.80438 -4.18167 -0.005 0.002 0.016
H 0.95960 -2.99503 -3.61734 0.018 -0.012 -0.007
H 1.99410 -0.53279 -1.40800 -0.035 -0.054 0.061
H -0.55949 -1.52558 -1.91052 0.035 -0.055 0.103
H -0.33196 0.12455 -1.97079 -0.039 -0.054 0.020
C 3.98224 -0.45572 0.94714 -0.008 0.000 0.006
C 2.67278 -0.12243 1.68760 0.007 -0.155 0.112
C 2.50419 1.40660 1.72077 0.038 0.030 0.025
C 2.77751 -0.63910 3.13512 -0.019 0.024 0.011
N 1.56946 -0.74144 1.04378 -0.522 -0.065 -0.492
H 4.86555 -0.05575 1.46174 0.000 0.013 0.014
H 3.95488 -0.03690 -0.06413 -0.002 -0.001 -0.010
H 4.07789 -1.53948 0.86136 -0.004 -0.007 0.005
H 3.36061 1.90347 2.19624 0.000 0.000 0.008
H 1.59589 1.66877 2.26602 -0.021 -0.018 -0.009
H 2.40374 1.78916 0.70116 0.016 -0.005 -0.026
H 3.59001 -0.15319 3.69271 0.015 0.000 0.001
H 2.93259 -1.71886 3.12343 0.005 -0.010 -0.020
H 1.82740 -0.45421 3.64060 0.002 0.013 0.008
```
Positions in Å, forces in eV/Å.

Computed properties:
Orbital gap = 4.99 eV
Charge = -2
2S+1 = 1
Calculated total energy = -71531.526 eV
Energy relative to the best compared isomer or geometry (same formula, charge and spin) = 81.90 kJ/mol
E_LUMO = 4.491 eV

=====

Entry 2:
ORCA calculation (ωB97M-V/def2-TZVPD) on a structure of composition C56H44AlAsCl3N8O2P2SSe2.

```
120
Properties=species:S:1:pos:R:3:forces:R:3
Al -0.88930 0.80510 -0.72462 -0.301 -0.109 0.016
Se 0.21661 0.97171 5.87192 0.020 0.026 -0.005
P 1.01691 -0.51010 4.62417 0.003 -0.055 0.067
C 2.82055 -0.46019 4.61538 -0.036 0.026 -0.141
C 3.49827 0.26148 3.63713 -0.026 -0.087 -0.005
C 4.87018 0.42558 3.72675 -0.029 -0.010 0.013
C 5.57225 -0.12978 4.78421 -0.010 -0.026 -0.003
C 4.89821 -0.83931 5.76528 0.014 -0.008 0.006
C 3.52519 -0.99488 5.68809 -0.040 0.066 0.165
C 0.46517 -2.19202 5.00241 -0.145 0.079 0.086
C -0.91594 -2.35629 5.11850 0.018 0.051 0.089
C -1.44696 -3.60572 5.37399 0.014 -0.034 -0.004
C -0.60445 -4.69948 5.52578 0.024 0.031 -0.011
C 0.76555 -4.53917 5.40787 -0.013 0.003 -0.012
C 1.30354 -3.28768 5.14062 0.135 -0.063 -0.172
C 0.53922 -0.38828 2.88557 0.272 -0.070 0.339
C -0.32181 0.41861 2.17103 -0.155 0.112 0.203
N -0.20222 0.01183 0.89274 0.105 0.133 -0.446
N 0.67591 -0.98593 0.83117 -0.141 -0.073 -0.318
N 1.11943 -1.24921 2.01364 0.135 0.047 0.171
P -1.64706 1.56647 2.57020 -0.061 0.077 0.065
Se -2.61507 2.05983 0.69610 -0.032 -0.071 -0.055
C -2.80144 0.63753 3.60537 -0.047 -0.067 -0.036
C -3.41499 -0.44990 2.97515 0.051 0.100 -0.046
C -4.26667 -1.27674 3.68243 0.015 0.050 0.007
C -4.52936 -1.01556 5.02067 0.025 0.028 0.006
C -3.93343 0.06626 5.64648 0.015 -0.013 -0.061
C -3.06205 0.88957 4.94707 0.069 0.067 0.048
C -0.95074 3.04329 3.30564 0.116 -0.048 -0.031
C -1.61888 3.82551 4.23943 -0.129 0.032 -0.103
C -1.01376 4.97021 4.73009 0.034 -0.025 -0.016
C 0.24545 5.33956 4.28402 -0.006 -0.012 0.000
C 0.89388 4.58149 3.32051 -0.058 -0.005 0.007
C 0.29692 3.43804 2.82407 -0.038 -0.042 0.055
H 2.95839 0.69478 2.80585 -0.020 0.009 -0.044
H 5.39385 0.99285 2.97380 0.056 0.058 -0.124
H 6.64261 -0.00393 4.84820 0.086 0.019 0.009
H 5.43839 -1.26096 6.59974 0.039 -0.026 0.059
H 3.00164 -1.50064 6.48881 -0.028 -0.034 0.002
H -1.57220 -1.49689 5.03015 0.023 -0.001 0.014
H -2.51646 -3.72567 5.46707 -0.086 -0.006 0.004
H -1.01728 -5.67444 5.73647 -0.036 -0.089 0.021
H 1.42295 -5.38884 5.51894 0.041 -0.059 0.010
H 2.37316 -3.18591 5.01157 -0.046 0.014 0.018
H -3.23150 -0.63285 1.92174 -0.005 0.014 0.042
H -4.73352 -2.11650 3.19107 -0.042 -0.082 -0.050
H -5.19992 -1.65607 5.57436 -0.052 -0.046 0.040
H -4.12835 0.26605 6.68846 -0.019 0.021 0.098
H -2.56443 1.69289 5.46817 -0.021 -0.050 -0.046
H -2.61301 3.56724 4.57374 -0.024 -0.018 0.005
H -1.52747 5.57263 5.46324 -0.046 0.053 0.059
H 0.71759 6.22659 4.67952 0.029 0.059 0.024
H 1.86508 4.88071 2.95825 0.097 0.027 -0.037
H 0.80009 2.85597 2.06155 0.032 -0.044 -0.006
N -2.06988 0.63219 -8.89038 -0.007 -0.102 -0.163
C -2.13754 1.03070 -7.59761 -0.019 0.092 0.126
C -3.36563 1.02996 -6.91536 0.048 0.037 0.149
C -3.43528 1.42468 -5.59859 0.165 0.087 -0.122
C -2.27194 1.83231 -4.94229 -0.079 -0.091 -0.123
C -1.04294 1.84523 -5.60525 -0.100 0.065 -0.030
C -0.98008 1.45515 -6.92291 -0.053 0.056 0.065
S -2.39001 2.24264 -3.27143 0.074 0.136 -0.174
O -3.64827 2.83066 -2.95943 0.154 -0.071 -0.007
O -1.17058 3.15819 -3.07609 -0.228 -0.018 -0.048
N -2.00887 1.00555 -2.36281 0.043 0.102 -0.012
C -2.78349 -0.10594 -2.16430 0.273 0.121 0.141
N -2.26049 -0.74567 -1.10121 0.026 -0.020 0.113
C -2.82763 -1.87887 -0.70966 0.031 -0.030 -0.099
C -3.93437 -2.36112 -1.38599 0.056 0.127 -0.053
C -4.38859 -1.61570 -2.46739 -0.037 -0.126 0.096
N -3.81861 -0.48125 -2.87662 -0.213 -0.086 -0.149
H -2.90027 0.39272 -9.40041 0.028 0.021 0.007
H -1.20782 0.68647 -9.39951 -0.008 0.020 -0.017
H -4.26316 0.72954 -7.43536 -0.081 -0.042 -0.032
H -4.37716 1.43254 -5.07734 -0.148 -0.016 0.074
H -0.14910 2.18177 -5.09849 -0.180 -0.007 -0.095
H -0.03233 1.48342 -7.44749 -0.107 0.010 0.041
H -2.37613 -2.39261 0.13167 -0.005 0.014 0.008
H -4.41636 -3.27683 -1.09070 -0.054 -0.086 0.011
H -5.24901 -1.94152 -3.03741 -0.044 -0.028 -0.019
C 2.27085 0.85060 -6.40508 0.084 0.035 0.132
C 2.25750 1.72402 -5.32524 0.158 -0.077 -0.065
C 1.80748 1.28736 -4.09205 0.107 -0.055 0.152
C 1.36212 -0.02134 -3.92598 0.027 0.002 0.261
C 1.37323 -0.89026 -5.00583 -0.045 -0.130 -0.090
C 1.82733 -0.45047 -6.24312 -0.034 -0.095 0.035
As 0.94689 -0.53706 -2.09041 0.046 0.044 0.135
C 0.45179 -2.39459 -2.19541 -0.023 0.081 -0.111
C -0.59537 -2.73062 -3.05078 -0.008 -0.015 -0.103
C -1.07674 -4.03024 -3.08409 0.001 0.003 -0.021
C -0.52206 -4.99378 -2.25280 -0.027 0.031 -0.011
C 0.50528 -4.65410 -1.38651 0.010 0.035 0.025
C 0.99084 -3.35396 -1.34951 0.050 -0.015 0.052
C 2.73549 -0.43592 -1.37170 -0.086 -0.088 -0.118
C 3.70947 -1.36666 -1.70810 0.022 -0.020 -0.069
C 5.00524 -1.20439 -1.24077 -0.025 -0.008 0.001
C 5.33088 -0.10354 -0.46237 -0.021 -0.032 -0.008
C 4.36076 0.83418 -0.14688 0.004 0.016 0.047
C 3.05835 0.66342 -0.58791 -0.034 0.084 0.008
H 2.63886 1.18217 -7.36436 0.044 0.040 -0.099
H 2.61027 2.73899 -5.43998 0.027 0.057 -0.019
H 1.81958 1.97223 -3.25002 0.052 -0.078 -0.021
H 1.04654 -1.91784 -4.89594 0.043 0.050 0.014
H 1.84299 -1.13683 -7.07797 0.001 -0.041 -0.051
H -1.03801 -1.97851 -3.70179 0.034 -0.055 0.046
H -1.88042 -4.29050 -3.75981 -0.027 -0.010 -0.016
H -0.89356 -6.00742 -2.27788 -0.027 -0.079 -0.009
H 0.92960 -5.40033 -0.73029 0.023 -0.042 0.035
H 1.77171 -3.08626 -0.64900 -0.007 -0.004 -0.013
H 3.46729 -2.21149 -2.34406 0.004 0.021 0.034
H 5.76223 -1.93228 -1.49346 0.050 -0.046 -0.018
H 6.34204 0.02437 -0.10609 0.088 0.012 0.017
H 4.61706 1.70338 0.44237 0.016 0.054 0.058
H 2.30140 1.39867 -0.33411 -0.009 0.000 0.001
Cl 1.63743 4.88535 -0.85121 0.119 0.068 0.073
C 0.44385 4.62615 -2.11082 0.014 0.034 -0.042
Cl 1.25031 4.65679 -3.69819 -0.059 0.168 0.021
Cl -0.80059 5.87375 -2.02835 -0.002 -0.007 -0.014
C -0.18441 3.25777 -1.89749 0.058 -0.044 0.036
N 0.02328 2.41617 -1.06429 0.039 0.008 0.052
```
Positions in Å, forces in eV/Å.

Computed properties:
Orbital gap = 7.31 eV
Charge = +1
2S+1 = 1
Calculated total energy = -339909.736 eV
E_LUMO = -2.442 eV

=====

Entry 3:
ORCA calculation (ωB97M-V/def2-TZVPD) on a structure of composition C2H2F3IS in a non-equilibrium geometry.

```
9
Properties=species:S:1:pos:R:3:forces:R:3
C -1.20204 -0.92056 -0.72804 4.186 1.048 -0.118
C 1.02056 0.94752 0.43344 -0.200 0.784 1.438
F 0.50645 1.27882 1.66658 -0.594 -0.197 -0.809
F 2.05050 1.76327 0.31745 0.857 1.004 -0.695
F 1.50268 -0.25559 0.57127 0.912 -1.671 0.095
S -0.01953 1.07109 -0.98927 -2.050 -2.085 -0.051
I -0.99552 -1.66681 1.17208 -0.668 -0.407 0.382
H -2.13949 -0.62344 -0.99548 -2.387 0.962 -0.466
H -0.72359 -1.59431 -1.44802 -0.056 0.561 0.223
```
Positions in Å, forces in eV/Å.

Computed properties:
Orbital gap = 8.85 eV
Charge = 0
2S+1 = 1
Calculated total energy = -29193.155 eV
Energy relative to the best compared isomer or geometry (same formula, charge and spin) = 101.96 kJ/mol
E_LUMO = -0.901 eV